The following is a DFT calculation (wB97M-V/def2-TZVPD) of a 4-piece molecular cluster, C2H13NO3 overall at a distorted geometry.

Output
SMILES string   CCN.O.O.O
LUMO energy   0.461 eV
Strongest force on any atom   1.091 eV Å⁻¹
Highest occupied orbital energy   -9.68 eV
Kohn-Sham gap   10.1 eV

Structure (ORCA input):
```
! wB97M-V def2-TZVPD RIJCOSX def2/J DEFGRID3
* xyz 0 1
C -1.905 -0.297 0.920
H -3.019 1.585 0.877
H 2.597 0.385 0.984
C -2.529 0.903 0.179
O 2.399 -0.104 1.786
H 0.852 -1.490 -2.608
H -3.333 0.503 -0.438
H -1.890 -0.268 2.018
H -2.547 -1.133 0.639
O 0.102 -0.896 -2.707
H 0.099 -0.482 1.279
H 2.804 -0.964 1.640
H -1.760 1.330 -0.454
H 3.338 1.809 -0.926
H 2.383 0.568 -1.117
H 0.201 -0.146 -2.102
O 3.210 0.869 -0.759
H -0.500 -1.589 0.324
N -0.501 -0.582 0.464
*
```

Mulliken atomic charge list, values in e, 4 entries: atom 1 (C): -0.318, atom 2 (H): 0.279, atom 3 (H): 0.377, atom 4 (C): -0.981


The following is a DFT calculation (wB97M-V/def2-TZVPD) of C15H27Cl2N7O2RhSi as an isolated structure at a distorted geometry.

Output
LUMO energy (alpha / beta)   -3.703 / -3.704 eV
Strongest force on any atom   2.060 eV Å⁻¹
Highest occupied orbital energy (alpha / beta)   -10.56 / -10.56 eV
Kohn-Sham gap (alpha / beta)   6.9 / 6.9 eV

Structure (ORCA input):
```
! wB97M-V def2-TZVPD RIJCOSX def2/J DEFGRID3
* xyz 1 1
H 2.189 -5.153 -0.023
N 0.332 2.486 -0.147
H -1.204 0.116 -4.300
N -1.052 -0.765 -3.839
H -3.068 0.366 -1.545
O 2.259 0.239 1.243
H 2.535 2.990 -1.296
H 0.132 1.100 -2.786
H 3.479 1.715 3.895
C 2.106 3.941 -0.981
H -4.005 1.329 -0.395
N 0.368 0.247 -2.294
H 3.040 -3.631 -0.255
H -2.425 0.075 3.246
H -4.414 -0.367 -0.649
C -0.199 -0.802 -2.794
H -1.410 -2.282 1.523
Si -2.392 -0.128 0.781
H 0.704 5.705 0.573
C 0.877 3.713 -0.150
O 1.559 2.045 2.398
C 0.280 4.711 0.584
Rh 0.889 0.497 -0.275
C 2.328 1.136 2.182
N 1.092 -3.714 -1.048
C -0.846 4.414 1.358
H -1.022 -1.923 -0.158
N 0.019 -2.060 -2.287
C -3.581 0.339 -0.580
C 0.902 -2.399 -1.272
H -1.267 -1.588 -4.376
Cl 3.607 -0.628 3.818
C -1.811 -1.890 0.585
H -0.498 -2.806 -2.713
H 2.157 -1.738 0.088
H 1.862 4.526 -1.869
C 0.094 -4.735 -1.364
C 2.072 -4.074 -0.024
H -2.624 -2.546 0.265
Cl 5.017 1.337 2.161
H -3.614 1.156 2.506
C -1.370 3.142 1.388
C -3.159 0.166 2.444
H 1.757 -3.759 0.975
N -0.963 0.852 0.500
H -2.203 2.877 2.022
H -0.688 -4.776 -0.602
H -3.950 -0.569 2.619
H -1.296 5.189 1.965
H 2.853 4.494 -0.414
H 0.591 -5.699 -1.407
C 3.546 0.990 3.095
N 1.522 -1.452 -0.646
H -0.371 -4.587 -2.335
C -0.732 2.179 0.609
*
```

Mulliken atomic charge list, values in e, 4 entries: atom 1 (H): 0.247, atom 2 (N): 0.123, atom 3 (H): 0.217, atom 4 (N): -0.395


The following is a DFT calculation (wB97M-V/def2-TZVPD) of C15H23BBrN4O5PS as an isolated structure at a distorted geometry.

Output
LUMO energy   -1.329 eV
Strongest force on any atom   3.553 eV Å⁻¹
Highest occupied orbital energy   -8.45 eV
Kohn-Sham gap   7.1 eV

Structure (ORCA input):
```
! wB97M-V def2-TZVPD RIJCOSX def2/J DEFGRID3
* xyz 0 1
H -2.269 -2.938 0.751
C -3.173 1.988 -0.606
Br 0.471 -0.682 -3.203
O 3.820 -0.149 1.629
H -1.143 2.283 -1.069
H -2.548 0.159 1.455
C -2.115 -0.665 0.826
H 5.458 -2.170 1.126
H -1.786 3.342 0.175
P -0.075 -2.107 -1.477
H 5.937 -3.105 -0.380
C -0.015 0.065 2.215
O -3.074 -2.225 2.564
H 3.319 -3.169 0.770
O 3.455 2.304 1.256
H -2.342 -0.410 -0.247
N -4.077 1.294 -0.465
O -1.742 -2.280 -1.602
C 0.412 -1.186 0.059
H 4.645 1.175 -0.902
C 1.469 0.234 2.482
N 2.913 -1.528 -0.651
C 2.427 -0.326 1.449
C 1.931 -1.042 0.267
C 3.722 -2.665 -0.144
H -2.563 4.237 -3.947
B 4.122 1.078 0.941
H 3.717 -3.448 -0.967
H -4.168 -2.038 -0.636
H 2.551 -1.681 -1.590
S 0.312 1.308 4.295
H -1.904 -2.452 -2.554
N 1.793 0.917 3.646
H -3.168 4.540 -1.555
H -4.994 -2.688 0.923
C 5.274 -2.290 0.026
H 5.508 -1.299 -0.456
C -0.568 -0.633 0.984
C -2.442 3.416 -3.237
C -2.821 -2.038 1.146
C -4.278 -1.951 0.483
H 2.568 2.293 0.847
O 5.131 1.147 -0.051
H -1.434 4.659 -1.816
H -4.665 -0.904 0.675
H -1.564 2.837 -3.537
C -2.019 2.872 -0.784
C -2.278 3.964 -1.824
H -3.624 -1.457 2.803
H -3.321 2.774 -3.318
N -0.786 0.639 3.224
*
```

Mulliken atomic charge list, values in e, 4 entries: atom 1 (H): 0.336, atom 2 (C): 0.304, atom 3 (Br): -0.295, atom 4 (O): -0.581


The following is a DFT calculation (wB97M-V/def2-TZVPD) of C19H43N2OP3PbSe as an isolated structure at a distorted geometry.

Output
LUMO energy (alpha / beta)   -15.860 / -15.171 eV
Strongest force on any atom   3.250 eV Å⁻¹
Highest occupied orbital energy (alpha / beta)   -19.93 / -19.93 eV
Kohn-Sham gap (alpha / beta)   4.1 / 4.8 eV

Structure (ORCA input):
```
! wB97M-V def2-TZVPD RIJCOSX def2/J DEFGRID3
* xyz 4 1
H 1.854 -0.493 4.217
C -0.040 -4.539 1.240
C -1.340 -0.281 -3.792
H 1.026 2.413 -2.570
H 1.190 3.828 -0.642
N -4.324 0.177 1.465
H -3.034 3.899 2.630
H -1.686 -1.216 -3.326
H 0.910 1.406 -4.045
C 0.362 -5.394 0.205
H 3.995 -0.539 -2.050
C 0.039 3.447 2.258
C -3.816 3.780 1.868
Pb -0.757 -0.091 0.133
H 2.610 -2.636 -2.826
H 1.908 -2.904 0.241
H 2.793 3.051 -0.474
H -1.316 -2.883 1.810
C 2.675 2.181 2.574
P 1.750 -1.005 -1.274
C -1.120 -4.239 -1.326
C -0.983 -3.540 1.003
H 0.213 3.409 3.342
C 3.131 0.084 -1.780
P 1.376 2.600 1.420
H 2.616 1.123 2.870
H 0.005 4.498 1.938
H 3.489 -2.477 -0.484
H -5.294 0.168 1.751
H 1.093 -6.180 0.399
H -0.922 2.965 2.027
H 0.378 -4.653 2.242
H 1.344 -1.620 -3.597
C 2.478 -1.267 3.759
C -3.682 1.370 1.395
H -2.106 3.008 -2.842
H 2.837 0.700 -2.640
H 3.407 0.744 -0.946
C 2.002 -2.503 3.535
H -2.770 2.103 -1.446
C -2.384 2.012 -2.471
H -0.183 2.810 -3.827
H -4.635 4.466 2.099
N -4.357 2.436 1.864
H 3.654 2.372 2.115
Se -2.608 -1.855 -0.726
H 2.568 2.809 3.469
H 3.521 -1.009 3.536
H 0.876 -2.931 -2.473
C 2.566 -2.074 -0.044
H 0.971 -2.775 3.790
C -1.491 -3.351 -0.296
H -3.939 -0.621 0.956
H 2.633 -3.295 3.118
C 1.629 -2.160 -2.685
H 0.108 -5.920 -1.878
C 2.000 3.591 0.062
H 0.852 1.377 0.881
P -0.911 0.934 -2.495
C -0.188 -5.244 -1.074
C 0.336 1.989 -3.313
H -5.280 2.271 2.247
H -0.467 -0.484 -4.427
H 2.812 -1.505 0.862
H -2.151 0.139 -4.403
H -3.402 4.044 0.887
H -1.570 -4.115 -2.313
O -2.501 1.482 0.930
H 2.412 4.530 0.460
H -3.162 1.583 -3.115
*
```

Mulliken atomic charge list, values in e, 4 entries: atom 1 (H): 0.370, atom 2 (C): -0.672, atom 3 (C): -1.354, atom 4 (H): 0.234


Q: Look up the strongest force on any atom of the second one.
A: 2.060 eV Å⁻¹


Q: Among the records above, which one has the lowest strongest force on any atom?
A: C2H13NO3